## A
Entry from the OMol25 dataset: a 3-piece molecular cluster, C4H14O2S2 overall (the ωB97M-V functional and the def2-TZVPD basis).

Computed properties:
SMILES string = CCCSSC.O.O
LUMO energy = 0.54 eV

Atoms and positions in Å:
1 S 0.51 0.47 -0.75
2 S 1.23 2.24 -0.05
3 O -0.07 -2.19 -2.91
4 O 1.42 -4.29 1.69
5 C 0.29 2.86 1.35
6 C -1.35 0.68 -0.57
7 C -1.99 -0.43 0.26
8 C -1.56 -0.47 1.72
9 H -0.40 -1.54 -2.27
10 H -0.78 -2.31 -3.54
11 H -1.45 1.63 -0.07
12 H 1.34 -5.24 1.50
13 H -3.03 -0.07 0.31
14 H 0.76 3.67 1.88
15 H 1.86 -4.04 0.87
16 H -0.73 3.19 1.17
17 H -1.97 -1.37 2.18
18 H -1.68 0.75 -1.61
19 H -1.93 0.42 2.24
20 H 0.06 2.00 1.99
21 H -1.97 -1.37 -0.28
22 H -0.48 -0.40 1.83

=====

## B
Entry from the OMol25 dataset: a 3-piece molecular cluster, C4H14O2S2 overall (the ωB97M-V functional and the def2-TZVPD basis).

Computed properties:
SMILES string = CCSSCC.O.O
LUMO energy = 0.71 eV

Atoms and positions in Å:
1 S -0.45 0.22 2.69
2 S -1.70 0.99 1.32
3 O -3.04 -0.76 -0.97
4 O 2.53 -0.58 -3.78
5 C -0.65 2.23 0.61
6 C 0.68 -0.91 1.87
7 C 0.02 -2.23 1.30
8 C 0.63 1.69 -0.13
9 H 0.23 -2.10 0.17
10 H 0.50 0.84 -0.83
11 H -3.89 -0.76 -0.60
12 H 0.67 2.47 -0.95
13 H 0.57 -3.16 1.40
14 H 3.37 -0.57 -4.28
15 H 1.25 -0.25 1.16
16 H -1.08 -2.42 1.36
17 H 1.84 -0.70 -4.49
18 H -0.59 2.96 1.37
19 H 1.59 1.62 0.36
20 H 1.32 -0.92 2.83
21 H -2.57 -0.41 -0.20
22 H -1.25 2.75 -0.22

=====

Which structure is most stable? A, by 0.581 eV over the runner-up.

=====

## A
Entry from the OMol25 dataset: the molecule C7H12N2O2 (the ωB97M-V functional and the def2-TZVPD basis).

Computed properties:
LUMO energy (alpha / beta) = -1.09 / -0.94 eV

Atoms and positions in Å:
1 O 0.27 1.49 -2.89
2 O -1.25 2.49 -1.67
3 N -0.47 1.56 -1.90
4 N 1.04 1.34 0.42
5 C 0.94 0.60 1.59
6 C -1.01 -0.78 1.13
7 C 0.35 -0.67 -1.53
8 C 0.53 -0.88 1.09
9 C -0.45 0.45 -1.04
10 C 1.11 -1.21 -0.33
11 C -1.55 0.12 -0.06
12 H 2.04 0.39 2.04
13 H -0.26 -1.42 -1.86
14 H -1.42 -0.40 1.99
15 H 2.04 -0.80 -0.24
16 H 0.55 2.20 0.60
17 H -1.21 -1.85 1.14
18 H 0.75 -1.61 1.93
19 H 0.96 -0.31 -2.22
20 H 1.12 -2.28 -0.23
21 H -2.26 -0.34 -0.67
22 H 0.19 0.91 2.25
23 H -2.03 1.00 0.47

=====

## B
Entry from the OMol25 dataset: the molecule C7H12N2O2 (the ωB97M-V functional and the def2-TZVPD basis).

Computed properties:
SMILES string = CC(C)(C)C(=O)[C@](N)(O)C#N
LUMO energy = 0.68 eV

Atoms and positions in Å:
1 O 0.42 1.63 -1.30
2 O 1.72 -1.36 -1.10
3 N 1.99 -0.91 2.26
4 N 2.87 0.62 -0.62
5 C 0.23 0.68 -0.61
6 C -2.23 0.64 -0.79
7 C 1.81 -0.26 -0.23
8 C -1.01 -1.40 0.01
9 C -1.02 0.13 0.00
10 C 1.90 -0.62 1.16
11 C -1.07 0.68 1.43
12 H 3.11 1.26 0.12
13 H -1.96 0.30 1.92
14 H -2.25 0.21 -1.79
15 H -1.96 -1.76 0.41
16 H -2.21 1.72 -0.87
17 H -0.21 -1.78 0.64
18 H -0.20 0.36 2.01
19 H -0.88 -1.79 -0.99
20 H 2.61 -1.60 -1.38
21 H -1.11 1.76 1.44
22 H -3.15 0.35 -0.27
23 H 2.59 1.15 -1.44

=====

Which structure is most stable? B, by 6.262 eV over the runner-up.

=====

## A
Entry from the OMol25 dataset: a 2-piece molecular cluster, C6H8N3O overall (the ωB97M-V functional and the def2-TZVPD basis).

Computed properties:
Total charge = +1
LUMO energy = -3.05 eV

Atoms and positions in Å:
1 O 0.52 -1.11 -0.46
2 N -2.47 -1.37 -0.40
3 N -1.52 -0.80 -2.20
4 N 1.65 0.59 0.65
5 C -2.14 -0.06 -0.22
6 C -1.97 -1.84 -1.51
7 C -1.50 0.30 -1.37
8 C 2.68 1.52 0.87
9 C 3.94 1.24 0.41
10 C 1.02 -0.18 0.02
11 H -1.25 1.30 -1.84
12 H -2.10 -2.89 -1.68
13 H 2.33 2.39 1.39
14 H -2.57 0.69 0.48
15 H 3.98 0.20 -0.01
16 H -2.93 -1.76 0.33
17 H -1.04 -1.02 -3.10
18 H 4.71 1.88 0.39

=====

## B
Entry from the OMol25 dataset: an isolated ion of composition C6H8N3O and charge +1 (the ωB97M-V functional and the def2-TZVPD basis).

Computed properties:
SMILES string = CC1=C2O[C@@H](C)[NH+]=C2N=N1
Total charge = +1
LUMO energy = -6.67 eV

Atoms and positions in Å:
1 O 0.43 0.50 0.15
2 N -1.17 -1.98 -1.72
3 N 0.26 -1.89 0.34
4 N -1.38 -0.88 -2.47
5 C 1.01 -0.67 0.79
6 C -0.52 -1.64 -0.68
7 C -1.03 0.28 -2.03
8 C 0.94 -0.59 2.31
9 C -0.28 0.08 -0.83
10 C -1.13 1.52 -2.75
11 H -0.11 -0.53 2.57
12 H -1.38 1.35 -3.89
13 H 1.64 -1.36 2.79
14 H -0.22 2.10 -2.64
15 H 0.36 -2.66 0.85
16 H -1.94 2.11 -2.32
17 H 2.05 -0.67 0.50
18 H 1.25 0.40 2.63

=====

Which structure is most stable? A, by 3.573 eV over the runner-up.

=====

## A
Entry from the OMol25 dataset: the molecule C2HNO2S (the ωB97M-V functional and the def2-TZVPD basis).

Computed properties:
LUMO energy (alpha / beta) = -1.87 / -2.01 eV

Atoms and positions in Å:
1 S 2.82 0.23 0.22
2 O -1.57 1.10 0.21
3 O -0.23 -1.65 0.19
4 N -0.38 0.72 -0.36
5 C 0.10 -0.54 -0.18
6 C 1.47 -0.22 -0.44
7 H -2.22 0.35 0.36

=====

## B
Entry from the OMol25 dataset: a 3-piece molecular cluster, C2HNO2S overall (the ωB97M-V functional and the def2-TZVPD basis).

Computed properties:
LUMO energy (alpha / beta) = -1.44 / -1.44 eV

Atoms and positions in Å:
1 S -5.49 1.12 -0.26
2 O 2.28 2.01 -1.15
3 O -4.85 -0.20 -0.38
4 N 0.98 -1.43 -0.12
5 C 2.82 1.49 -0.26
6 C 1.81 -1.48 0.63
7 H 2.45 -1.51 1.54

=====

Which structure is most stable? B, by 1.749 eV over the runner-up.

=====

## A
Entry from the OMol25 dataset: the molecule C4H6Br2O (the ωB97M-V functional and the def2-TZVPD basis).

Computed properties:
SMILES string = C=C(Br)[C@H](Br)CO
LUMO energy = 0.66 eV

Atoms and positions in Å:
1 Br -0.05 2.12 0.60
2 Br 1.92 -1.80 -0.81
3 O -2.25 0.79 -1.00
4 C 1.36 -0.51 1.70
5 C -1.25 -0.17 -0.69
6 C 1.17 -0.53 0.41
7 C 0.07 0.46 -0.32
8 H 0.85 0.28 2.25
9 H -1.02 -0.94 -1.47
10 H 2.30 -1.03 2.11
11 H 0.63 0.72 -1.24
12 H -1.64 -0.73 0.21
13 H -2.08 1.34 -1.77

=====

## B
Entry from the OMol25 dataset: the molecule C4H6Br2O (the ωB97M-V functional and the def2-TZVPD basis).

Computed properties:
SMILES string = CC(Br)(Br)[C@H]1CO1
LUMO energy = -0.17 eV

Atoms and positions in Å:
1 Br -0.65 -2.52 -0.09
2 Br -2.88 0.01 0.13
3 O 0.31 1.22 1.59
4 C -0.87 -0.43 0.04
5 C -0.31 0.70 -1.05
6 C -0.19 -0.03 1.37
7 C 1.37 0.34 1.41
8 H -0.57 1.43 -0.34
9 H 1.93 0.08 2.31
10 H 0.77 0.84 -1.19
11 H 1.68 -0.13 0.35
12 H -0.75 0.78 -2.13
13 H -0.61 -0.50 2.31

=====

Which structure is most stable? A, by 2.167 eV over the runner-up.

=====

## A
Entry from the OMol25 dataset: the molecule C3H6O2S2 (the ωB97M-V functional and the def2-TZVPD basis).

Computed properties:
SMILES string = O=C(O)CCSS
LUMO energy = 0.20 eV

Atoms and positions in Å:
1 S -3.29 -0.86 -0.18
2 S -2.01 0.79 -0.61
3 O 1.63 -1.35 0.74
4 O 2.58 -0.18 -0.91
5 C -0.71 0.40 0.53
6 C 0.73 0.82 0.21
7 C 1.65 -0.36 0.06
8 H -3.84 -0.90 -1.43
9 H 1.15 1.21 1.15
10 H 0.75 1.48 -0.64
11 H 3.04 -1.01 -0.98
12 H -0.74 -0.70 0.51
13 H -0.96 0.66 1.56

=====

## B
Entry from the OMol25 dataset: the molecule C3H6O2S2 (the ωB97M-V functional and the def2-TZVPD basis).

Computed properties:
LUMO energy = 0.32 eV

Atoms and positions in Å:
1 S -1.94 -0.50 0.18
2 S -1.14 1.41 0.85
3 O 0.77 1.90 -0.99
4 O -1.86 -0.44 -1.27
5 C 0.72 -0.43 -0.12
6 C 0.60 1.07 0.11
7 C -0.30 -1.23 0.70
8 H 0.06 1.55 -1.52
9 H 1.20 1.35 0.87
10 H -0.21 -2.26 0.52
11 H 0.39 -0.67 -1.08
12 H -0.01 -1.04 1.82
13 H 1.73 -0.71 -0.07

=====

Which structure is most stable? A, by 1.367 eV over the runner-up.

=====

## A
Entry from the OMol25 dataset: a 2-piece molecular cluster, C3H6O2S2 overall (the ωB97M-V functional and the def2-TZVPD basis).

Computed properties:
SMILES string = O=C[C@]1(S)CS1.O
LUMO energy = 0.50 eV

Atoms and positions in Å:
1 S 2.79 -0.68 0.38
2 S 1.32 1.63 -1.00
3 O 0.10 1.45 1.84
4 O -1.58 0.21 0.01
5 C 1.24 -1.15 -0.47
6 C 0.50 0.40 1.43
7 C 1.21 0.24 0.06
8 H -1.49 1.04 -0.58
9 H 1.10 2.52 0.03
10 H 0.48 -1.94 -0.18
11 H -1.93 0.52 0.87
12 H 0.28 -0.51 1.86
13 H 1.58 -1.28 -1.55

=====

## B
Entry from the OMol25 dataset: the molecule C3H6O2S2 (the ωB97M-V functional and the def2-TZVPD basis).

Computed properties:
SMILES string = O=C(S)[C@@H](S)CO
LUMO energy = 0.22 eV

Atoms and positions in Å:
1 S -1.49 0.73 -0.83
2 S 1.20 -1.11 -0.75
3 O 1.46 1.63 0.07
4 O -1.92 -1.02 0.96
5 C 0.94 0.89 1.15
6 C 0.44 -0.54 0.66
7 C -1.05 -0.40 0.47
8 H 1.76 0.70 2.04
9 H 0.64 -1.25 1.51
10 H 2.08 1.18 -0.49
11 H -0.04 1.62 1.45
12 H -0.29 1.22 -0.99
13 H 2.23 -1.97 -0.20

=====

Which structure is most stable? A, by 0.113 eV over the runner-up.

=====

## A
Entry from the OMol25 dataset: a 2-piece molecular cluster, C3H6O3P overall (the ωB97M-V functional and the def2-TZVPD basis).

Computed properties:
Total charge = -1
LUMO energy = 3.94 eV

Atoms and positions in Å:
1 P -0.31 -1.72 0.65
2 O -1.57 -1.61 -0.10
3 O -1.46 2.28 2.10
4 O -0.05 0.64 1.81
5 C 0.61 0.14 -1.44
6 C -1.16 1.19 1.68
7 C 1.11 -0.83 -0.28
8 H -0.04 0.96 -0.96
9 H 0.09 -0.47 -2.23
10 H 1.44 0.56 -2.07
11 H 1.64 -1.58 -0.78
12 H 1.68 -0.09 0.46
13 H -1.98 0.52 1.16

=====

## B
Entry from the OMol25 dataset: an isolated ion of composition C3H6O3P and charge -1 (the ωB97M-V functional and the def2-TZVPD basis).

Computed properties:
SMILES string = CC1(C)O[P@]1(=O)[O-]
Total charge = -1
LUMO energy = 3.93 eV

Atoms and positions in Å:
1 P -2.41 0.85 0.63
2 O -0.99 1.09 1.44
3 O -3.43 0.03 1.36
4 O -2.85 1.98 -0.20
5 C -0.84 0.14 0.20
6 C -0.08 -1.11 0.57
7 C -0.23 0.92 -1.00
8 H -0.57 -1.77 1.27
9 H 0.84 0.80 -0.95
10 H -0.60 0.51 -1.95
11 H 0.15 -1.74 -0.27
12 H 0.86 -0.95 0.97
13 H -0.70 1.89 -0.86

=====

## C
Entry from the OMol25 dataset: an isolated ion of composition C3H6O3P and charge -1 (the ωB97M-V functional and the def2-TZVPD basis).

Computed properties:
SMILES string = CC[P@@](=O)([O-])C=O
Total charge = -1
LUMO energy = 3.96 eV

Atoms and positions in Å:
1 P -0.77 -0.54 0.16
2 O -2.32 1.78 0.08
3 O -1.00 -1.26 -1.41
4 O -0.89 -1.48 1.32
5 C 0.71 0.60 0.04
6 C 1.92 -0.31 -0.09
7 C -2.21 0.59 0.25
8 H 0.53 1.31 0.90
9 H 2.24 -0.89 0.76
10 H 0.74 1.13 -0.88
11 H 1.51 -0.99 -0.85
12 H 2.85 0.01 -0.57
13 H -3.31 0.05 0.29

=====

Which structure is most stable? B, by 1.564 eV over the runner-up.

=====

## A
Entry from the OMol25 dataset: a 15-piece molecular cluster, C5H41NO15 overall (the ωB97M-V functional and the def2-TZVPD basis).

Computed properties:
LUMO energy = 0.26 eV

Atoms and positions in Å:
1 O -1.41 -2.58 -2.34
2 O 0.88 -3.39 3.94
3 O -0.51 0.46 -4.34
4 O -2.70 -0.55 -3.70
5 O -2.81 -0.49 0.32
6 O 0.11 -0.39 4.64
7 O -2.43 2.10 1.08
8 O -4.41 0.45 -1.88
9 O -1.91 2.22 -1.57
10 O -0.51 2.39 2.97
11 O 0.05 2.72 -3.38
12 O 1.19 -1.34 -3.16
13 O -0.86 -2.29 0.25
14 O 1.55 -1.53 1.80
15 O -1.16 1.76 5.52
16 N 2.70 0.05 -0.58
17 C 4.72 0.32 0.89
18 C 1.29 0.48 -0.61
19 C 2.92 -1.44 1.40
20 C 3.50 0.81 -1.53
21 C 3.22 0.00 0.84
22 H 0.97 0.64 -1.64
23 H -2.97 2.90 1.00
24 H 5.38 -0.54 0.63
25 H -0.91 -2.66 -0.65
26 H 4.88 0.39 1.95
27 H 1.53 -1.17 -2.28
28 H -1.86 2.49 -0.63
29 H -1.98 -3.27 -2.68
30 H 3.08 -2.27 0.70
31 H 1.07 1.48 -0.26
32 H 3.04 0.56 -2.51
33 H 0.04 -0.48 3.68
34 H 0.60 -1.17 4.96
35 H 5.16 1.04 0.20
36 H -1.91 -0.03 -4.17
37 H -1.72 2.22 1.75
38 H -0.28 1.41 -4.05
39 H -2.83 1.93 -1.64
40 H -1.59 -1.60 0.33
41 H 0.87 2.68 -2.88
42 H 1.09 -3.35 3.00
43 H -0.48 1.40 6.09
44 H -3.03 -0.07 -0.52
45 H -1.57 1.05 5.03
46 H 3.40 1.90 -1.59
47 H -3.96 0.05 -2.65
48 H 0.80 -0.41 -0.25
49 H -0.77 2.22 3.90
50 H 2.74 0.69 1.52
51 H 0.30 1.93 2.77
52 H 4.49 0.36 -1.56
53 H -0.65 2.95 -2.75
54 H -3.05 -0.72 -4.59
55 H -5.34 0.22 -1.95
56 H -2.61 0.21 0.96
57 H 0.93 -1.89 1.15
58 H -0.06 -3.21 3.94
59 H 0.14 -0.19 -4.00
60 H 0.60 -2.09 -2.98
61 H -1.76 -1.71 -2.65
62 H 3.39 -1.39 2.38

=====

## B
Entry from the OMol25 dataset: a 15-piece molecular cluster, C5H41NO15 overall (the ωB97M-V functional and the def2-TZVPD basis).

Computed properties:
LUMO energy = -0.13 eV

Atoms and positions in Å:
1 O 0.91 3.05 -1.66
2 O 0.42 -2.89 -0.46
3 O 3.26 1.67 -0.63
4 O 2.51 -1.03 -0.66
5 O 0.68 3.49 3.15
6 O 2.53 1.98 1.89
7 O -0.72 -3.37 2.11
8 O 1.67 -3.96 1.85
9 O -2.49 0.28 3.07
10 O -2.74 -3.62 0.16
11 O -0.23 -0.78 -3.32
12 O 2.20 0.28 -3.07
13 O -1.65 3.63 -0.95
14 O -1.21 1.65 -2.82
15 O -1.55 -3.34 -2.62
16 N -1.45 -0.32 0.31
17 C -2.64 -0.07 -0.67
18 C 0.56 0.51 2.39
19 C -0.04 1.39 1.25
20 C -0.37 0.53 -0.02
21 C 2.09 0.69 2.31
22 H -2.45 3.71 -0.47
23 H -0.96 -3.60 -1.92
24 H 3.61 1.56 0.29
25 H -1.04 -2.53 -2.94
26 H 2.68 0.13 1.57
27 H -2.43 0.67 -1.50
28 H -1.25 -1.31 0.09
29 H -0.35 -1.18 -4.18
30 H -3.13 0.87 2.80
31 H -0.09 3.89 2.71
32 H 0.09 0.87 3.35
33 H 0.65 -1.92 -0.63
34 H 2.63 0.56 3.24
35 H 2.29 0.86 -2.34
36 H -0.55 1.30 -0.88
37 H -1.60 2.87 -1.38
38 H 1.25 -2.91 0.11
39 H 2.52 -1.16 -1.60
40 H -3.53 0.29 -0.08
41 H 2.56 2.34 -0.68
42 H 0.27 2.94 3.88
43 H 0.19 3.51 -1.23
44 H -2.88 -1.04 -1.14
45 H -0.78 0.81 -2.87
46 H -2.15 -4.04 0.73
47 H 0.86 -4.12 2.23
48 H 2.64 -0.13 -0.61
49 H 0.38 2.32 -2.10
50 H 1.92 -3.29 2.39
51 H 2.78 0.28 -3.85
52 H -1.02 1.77 1.73
53 H 1.95 2.74 2.18
54 H -1.77 1.48 -3.49
55 H -2.10 0.28 2.21
56 H 0.68 -0.56 -3.21
57 H 0.55 2.32 0.96
58 H -0.60 -2.66 1.34
59 H -1.54 -2.88 2.34
60 H 0.49 -0.17 -0.34
61 H -2.67 -3.98 -0.70
62 H 0.19 -0.59 2.37

=====

Which structure is most stable? A, by 3.109 eV over the runner-up.

=====

## A
Entry from the OMol25 dataset: CH16MnO11 as an isolated structure (the ωB97M-V functional and the def2-TZVPD basis).

Computed properties:
2S+1 = 6
LUMO energy (alpha / beta) = -3.50 / -3.51 eV

Atoms and positions in Å:
1 Mn 2.85 0.40 0.18
2 O -0.88 -0.54 0.29
3 O 0.40 1.03 -3.27
4 O 2.33 2.33 -0.60
5 O 0.11 -2.84 2.16
6 O -1.50 2.22 2.16
7 O 0.90 1.66 3.63
8 O 0.94 0.47 1.13
9 O 1.57 -2.13 -3.06
10 O -3.69 -0.68 0.66
11 O 1.10 -0.38 -0.80
12 O -1.75 -1.53 -2.23
13 C 0.32 -0.22 0.22
14 H 0.05 -2.32 1.35
15 H 1.03 1.17 2.80
16 H -1.32 -1.33 -1.37
17 H -3.70 -0.99 1.57
18 H 1.39 2.48 -0.39
19 H 2.58 3.05 -1.19
20 H 1.44 -1.73 -2.19
21 H 1.39 -3.07 -2.93
22 H -2.35 1.82 2.39
23 H -2.75 -0.72 0.39
24 H 0.63 0.57 -2.45
25 H 1.25 1.24 -3.68
26 H -0.01 2.01 3.56
27 H -1.00 1.50 1.74
28 H -0.19 -2.24 2.85
29 H -1.12 -1.23 -2.90

=====

## B
Entry from the OMol25 dataset: CH16MnO11 as an isolated structure (the ωB97M-V functional and the def2-TZVPD basis).

Computed properties:
2S+1 = 6
LUMO energy (alpha / beta) = -5.02 / -5.02 eV

Atoms and positions in Å:
1 Mn 9.97 29.25 -11.93
2 O 9.80 25.10 -10.40
3 O 7.89 28.63 -11.69
4 O 6.95 23.81 -12.70
5 O 5.66 29.08 -13.91
6 O 7.27 26.58 -12.02
7 O 5.95 25.24 -9.78
8 O 5.34 28.01 -9.96
9 O 6.36 30.41 -10.75
10 O 5.80 26.39 -14.32
11 O 9.32 27.28 -12.18
12 O 9.85 26.13 -14.55
13 C 8.11 27.48 -11.97
14 H 6.92 29.74 -11.14
15 H 5.12 25.68 -9.97
16 H 10.78 26.00 -14.39
17 H 5.61 28.93 -10.00
18 H 6.86 31.22 -10.85
19 H 5.78 27.34 -14.32
20 H 6.17 29.52 -14.60
21 H 5.96 27.55 -10.52
22 H 6.45 25.32 -10.59
23 H 6.02 29.41 -13.09
24 H 9.49 26.43 -13.72
25 H 10.11 24.35 -10.92
26 H 6.22 26.16 -13.49
27 H 7.08 24.73 -12.46
28 H 9.71 25.81 -11.04
29 H 7.81 23.51 -12.97

=====

Which structure is most stable? A, by 2.813 eV over the runner-up.